103
Properties=species:S:1:pos:R:3:mulliken_spin:R:1 method="wB97M-V/def2-TZVPD" molar_mass_g_mol=1010.4 homo_lumo_gap_ha="0.249 / 0.151" charge=+2 de_lowest_ev=0.266 spin_multiplicity=5
C -0.055 -2.807 1.324 -0.038
H 1.481 2.064 -5.512 -0.001
H -1.606 2.222 -6.417 0.000
C -0.500 -0.787 2.450 0.205
C -0.596 -1.506 3.680 0.186
H 0.016 -4.604 2.480 0.004
H 0.334 4.876 1.555 0.005
H 1.708 4.414 3.540 0.000
H 3.745 -4.039 0.366 0.001
H 6.280 -2.682 1.159 0.000
H 1.336 -2.722 -2.851 0.001
H 3.612 -0.911 4.087 -0.004
H -1.264 2.441 3.233 0.013
H 2.615 -2.680 0.484 0.027
H 4.955 0.825 2.959 0.001
H -0.380 6.495 1.509 0.000
H 2.157 -1.815 3.572 -0.004
H -1.753 -4.114 -1.116 0.002
C -1.460 5.037 0.354 -0.003
C 4.560 -3.904 3.761 0.007
C -0.665 0.590 2.382 0.096
C 1.320 -2.567 -3.935 -0.002
H -2.057 4.599 1.150 0.001
H 0.750 0.851 -3.795 -0.006
N -0.820 2.391 0.910 0.416
H 3.327 1.823 -2.531 0.004
H -3.385 -0.513 -2.137 0.009
H 6.339 -1.526 2.490 0.005
H 2.355 -2.559 -4.284 0.001
H -1.036 1.617 -4.854 0.001
C 0.656 -1.122 -5.838 0.001
H -0.272 1.452 4.309 0.020
C -0.429 -2.859 3.696 -0.013
H 0.819 -3.426 -4.387 0.000
H 3.387 -2.169 -1.898 0.003
C 3.131 -3.456 1.061 -0.007
C 1.341 -0.056 -3.685 0.047
C -1.354 1.322 -5.857 0.001
H -1.384 -2.085 -4.488 -0.001
H 2.277 0.098 -4.224 0.001
H -3.588 -1.916 -1.079 0.014
H 4.636 4.651 4.875 0.001
H 5.146 -4.751 3.386 0.001
C -0.165 5.607 0.914 0.008
H -1.380 -0.397 -4.004 0.000
H -2.249 0.703 -5.797 0.000
S -1.038 1.550 -1.673 0.102
H 5.148 -3.416 4.545 0.000
Rh -0.408 -0.243 -0.379 0.875
H 2.084 1.182 4.932 -0.012
H 1.441 3.065 2.427 0.046
H 4.166 -0.825 -1.043 -0.030
C 1.470 1.707 -6.543 0.000
Si 4.176 -2.721 2.406 0.043
H -0.810 -0.958 4.590 0.016
H 1.836 2.422 -1.768 0.000
C 0.603 -1.255 -4.303 -0.009
H 0.514 5.892 0.110 0.000
C -1.019 2.717 -0.388 -0.017
H 2.431 1.250 -6.781 0.000
H 3.168 1.812 -0.768 -0.007
C -3.169 -1.572 -2.022 -0.006
As 0.033 0.427 -6.912 0.000
H -1.959 1.021 4.024 0.009
H -0.178 -4.152 -1.934 0.001
As 1.865 -0.108 -1.799 0.275
C 4.971 3.891 4.158 0.006
N -1.233 3.995 -0.665 0.157
H 0.132 -1.975 -6.274 0.000
H 4.061 -0.804 -2.814 0.005
N -0.440 1.145 1.079 0.341
H 1.329 2.559 -7.206 0.000
N -0.232 -1.482 1.260 0.232
H 0.165 -3.292 0.385 0.005
H -1.676 -4.134 -2.885 0.000
C -0.872 -1.350 -3.865 0.007
C 3.097 -1.364 3.234 0.059
H 2.417 2.611 5.917 0.001
C 3.546 -1.095 -1.899 0.087
H 5.803 3.347 4.616 0.000
H 3.645 1.355 5.758 0.004
C 5.694 -1.931 1.701 0.021
H 2.372 -4.128 1.477 0.000
H 5.467 -1.120 0.998 -0.010
H 2.632 4.320 2.035 0.002
H 1.697 -1.214 -6.163 0.000
H -0.523 -3.414 4.622 0.004
C -0.139 -3.533 2.496 0.203
C -1.063 1.425 3.550 0.004
H -2.049 5.816 -0.122 0.000
H 5.344 4.412 3.271 0.000
H 4.574 1.943 1.613 0.007
H -1.424 4.214 -1.631 -0.003
H 3.648 -4.303 4.218 0.000
C 2.629 1.680 -1.708 0.016
C 2.865 1.900 5.214 0.034
C 2.212 3.724 2.853 -0.007
Si 3.556 2.796 3.741 0.054
H -3.622 -2.130 -2.839 -0.001
Te 2.604 0.203 1.939 0.506
C -1.193 -3.767 -1.983 -0.001
C 4.180 1.455 2.512 0.057
As -1.250 -1.834 -2.021 -0.077


102
Properties=species:S:1:pos:R:3:mulliken_charge:R:1 method="wB97M-V/def2-TZVPD" molar_mass_g_mol=590.9 homo_lumo_gap_ha=0.258 smiles=CCCCCCCc1ccc2nsnc2c1.COC[C@@H](C)N.COC[C@@H](C)N.COC[C@@H](C)N.COC[C@@H](C)N spin_multiplicity=1
C -2.221 3.914 -2.736 -0.480
H 6.157 5.321 -7.675 0.405
H 1.733 -3.351 -0.365 0.413
H 7.142 2.201 -0.712 0.291
H -0.449 -6.463 -2.225 0.257
C -2.919 1.324 -1.876 0.568
C 6.624 2.638 -1.692 -0.434
C 6.467 1.404 -2.760 -0.705
H -7.546 -1.288 9.942 0.281
H -0.268 -4.707 0.464 0.431
C -0.662 3.689 -2.172 0.394
H -7.169 -1.212 7.435 0.351
H 6.169 4.313 -5.531 0.309
H 7.378 3.412 -2.143 0.276
S -2.801 -1.005 -0.874 0.354
C -0.253 -4.157 -0.484 -0.432
H -7.969 -2.992 10.040 0.372
C -0.191 2.275 -1.486 -0.380
N -1.198 -0.292 -0.732 -0.443
H 4.278 3.556 -3.357 0.011
C 0.390 4.939 -2.310 -0.563
H 0.555 5.356 -1.204 0.298
N -4.871 -3.812 5.215 -0.584
H -6.491 -2.411 10.819 0.344
C -7.126 -2.298 9.934 -1.492
H 4.774 1.325 -7.528 0.242
H 3.177 5.897 -1.400 0.244
H -4.837 1.294 9.204 0.255
H -4.318 -3.579 1.809 0.267
C 1.184 -4.019 -1.039 0.248
H 1.927 3.443 -3.297 0.342
H -0.074 5.830 -2.921 0.334
H 5.143 0.509 -6.013 0.268
C 1.879 4.536 -2.869 -0.421
H 4.434 2.571 -0.748 0.272
H -4.985 -4.405 4.387 0.312
H 4.057 5.306 -6.612 0.268
O 5.276 2.545 -5.939 -0.221
H 6.791 3.236 -8.999 0.342
C -3.398 2.738 -2.611 -0.532
C -3.234 -3.679 1.891 -0.565
C 4.480 4.231 -2.416 0.024
H -5.311 -2.216 3.146 0.312
H 3.020 -5.154 -1.231 0.365
H 1.624 -5.989 -1.899 0.288
H -6.183 -3.686 8.632 0.387
H -4.835 -0.072 10.335 0.311
H -2.089 -2.367 3.786 0.411
H -4.388 -2.102 9.526 0.425
H -2.743 -2.723 1.684 0.221
H 5.456 4.107 -0.354 0.296
H -4.124 -0.958 3.534 0.368
C -1.174 -6.132 -1.478 -0.737
C 6.122 3.614 -6.375 -0.707
H -4.503 2.872 -2.996 0.292
H -5.542 -1.202 4.563 0.350
H -6.685 -2.526 6.647 0.290
N -3.868 0.163 -1.651 -0.556
H 1.835 -5.889 -0.142 0.330
H -2.914 -4.402 1.137 0.271
C -2.690 -3.197 4.174 -0.920
H 5.626 4.324 -9.767 0.369
H -4.371 -4.411 5.873 0.275
H -3.713 -2.155 5.748 0.155
C 5.777 3.643 -8.921 -1.435
C 3.064 4.776 -1.718 -0.621
H -0.962 -6.591 -0.508 0.324
C -4.959 -1.924 8.607 -0.463
H -4.387 -2.388 7.794 0.132
H 5.112 5.200 -2.695 0.253
N -7.170 -2.234 7.496 -0.757
H 0.532 -3.958 -2.956 0.333
H 7.146 1.606 -3.715 0.085
N 1.188 -3.420 -2.382 -0.731
C -4.782 -1.720 3.964 -1.591
H 5.069 2.820 -9.047 0.276
C -3.995 -2.695 4.835 0.794
H 0.759 -2.496 -2.329 0.268
H 3.670 3.864 -7.206 0.349
O -2.889 -4.194 3.168 -0.443
C 1.949 -5.339 -1.082 -1.445
H 0.912 2.084 -1.096 0.249
C 5.587 4.387 -7.602 0.325
H 7.146 3.258 -6.537 0.447
H -2.085 -3.680 4.950 0.377
H 2.132 5.319 -3.731 0.149
H 6.922 0.446 -2.244 0.338
O -1.189 -4.715 -1.410 -0.354
H -6.348 0.448 9.519 0.235
H 5.368 1.175 -3.093 0.194
N 4.165 4.728 -7.446 -0.745
C -1.370 1.096 -1.357 0.193
C 5.215 3.329 -1.218 -0.823
O -4.998 -0.527 8.297 -0.356
H -2.529 4.944 -3.236 0.217
H -0.625 -3.150 -0.262 0.190
H -2.160 -6.466 -1.809 0.262
H 2.851 4.121 -0.765 0.295
C -6.347 -2.602 8.658 0.365
H 6.476 1.175 -6.974 0.384
C -5.270 0.312 9.408 -0.693
C 5.440 1.336 -6.663 -0.895